No. 1
{"formula": "C10H18N2OP", "method": "ωB97M-V/def2-TZVPD", "e_lumo_ev": -3.5, "gap_ha": 0.3366, "total_charge": 1, "homo_ev": -12.701, "smiles": "CN(C)[P@](O)(c1ccccc1)=[N+](C)C", "species": ["C", "C", "C", "P", "H", "H", "H", "N", "H", "C", "H", "H", "H", "H", "C", "H", "H", "H", "C", "H", "H", "H", "C", "O", "H", "H", "C", "H", "H", "N", "C", "C"], "positions_angstrom": [[0.34287, -0.91330, -3.74393], [0.41509, 0.02947, -1.15190], [1.55823, -0.59088, -3.16069], [0.45847, 0.51133, 0.57247], [2.47446, -0.70562, -3.71833], [-1.72409, -0.19743, -1.16056], [-0.11443, 2.94526, 2.53716], [0.26802, -1.14460, 1.91727], [-1.39807, -2.12431, 1.02369], [-1.10606, -1.57493, 1.92571], [-1.75996, -0.71489, 2.05791], [-1.02902, 2.23833, -1.02268], [1.19328, -2.92797, 2.28635], [-2.33472, 2.58184, 0.13422], [1.60424, -0.12893, -1.85714], [-1.75586, 2.28021, 2.60227], [-0.85799, 3.56877, 0.13185], [-1.23692, -2.23802, 2.78430], [-0.84051, -0.76682, -3.03058], [0.87724, -2.67621, 0.56119], [2.41532, 0.47393, 1.57008], [0.31554, -1.28031, -4.75771], [1.17610, -2.17811, 1.49124], [1.89670, 1.01616, 0.96641], [2.18855, -1.78601, 1.38299], [2.54691, 0.12588, -1.39580], [-1.25163, 2.55737, -0.00741], [-1.78323, -1.02107, -3.48857], [-0.36484, 1.24174, 2.97835], [-0.64377, 1.64811, 0.95160], [-0.71949, 2.05620, 2.34821], [-0.81043, -0.30520, -1.72797]], "forces_ev_per_angstrom": [[-0.026, 0.075, 0.108], [-0.072, 0.169, 0.763], [0.057, -0.059, -0.005], [-0.734, -2.693, 2.005], [0.077, -0.006, -0.049], [-0.112, -0.011, -0.010], [0.014, -0.017, -0.071], [0.467, 3.852, -2.218], [-0.046, -0.016, -0.046], [-0.375, -0.065, -0.030], [-0.113, -0.052, 0.053], [-0.070, 0.075, 0.010], [0.074, -0.031, -0.034], [0.087, -0.046, -0.001], [0.066, 0.114, 0.072], [0.014, -0.071, 0.000], [-0.003, -0.101, 0.011], [-0.051, -0.010, -0.008], [-0.020, -0.043, 0.028], [0.034, 0.001, -0.037], [0.035, -0.146, 0.188], [-0.008, -0.027, -0.107], [0.221, -0.269, -0.184], [0.192, 0.060, -0.257], [0.029, -0.103, 0.009], [0.078, 0.016, -0.009], [-0.149, 0.288, -0.325], [-0.092, -0.022, -0.037], [-0.035, 0.054, 0.116], [0.564, -0.897, -0.333], [-0.065, 0.007, 0.411], [-0.036, -0.027, -0.013]]}


No. 2
{"formula": "C33H66BBrN4O13P", "method": "ωB97M-V/def2-TZVPD", "e_lumo_ev": -3.5, "gap_ha": 0.2511, "total_charge": 1, "homo_ev": -10.329, "species": ["H", "H", "H", "H", "O", "H", "C", "H", "H", "C", "N", "C", "O", "H", "P", "H", "H", "H", "H", "H", "H", "C", "H", "H", "O", "H", "C", "H", "O", "H", "H", "O", "H", "H", "C", "H", "H", "H", "H", "C", "H", "H", "H", "O", "C", "C", "H", "C", "C", "H", "O", "C", "C", "H", "H", "O", "H", "C", "Br", "H", "H", "H", "C", "C", "H", "B", "O", "H", "H", "N", "C", "H", "C", "H", "H", "C", "C", "H", "O", "H", "H", "C", "N", "C", "H", "C", "H", "H", "C", "C", "H", "C", "H", "C", "C", "O", "H", "C", "H", "C", "C", "H", "H", "H", "N", "H", "O", "H", "H", "H", "C", "C", "H", "O", "H", "H", "H", "H", "H"], "positions_angstrom": [[1.80380, 4.76517, 6.36897], [-2.66145, 0.79646, -1.50998], [0.54801, 3.56077, -5.26425], [-2.03008, -2.80813, 3.94252], [2.58596, 4.38542, -7.19887], [5.22542, 6.07056, -5.87732], [-4.52794, 3.12543, -3.61622], [0.90030, -4.29705, -3.21644], [-0.17249, 2.52502, 8.28486], [-1.61199, -5.27574, 0.06085], [-0.18154, 0.14469, 0.72594], [2.57117, -1.26634, 2.29760], [2.05008, 1.52713, 5.34022], [-0.30512, -5.29411, -3.69439], [-1.08706, -3.41470, -2.75520], [-0.12115, 1.30526, 9.55145], [-2.09457, -7.38441, 3.25801], [5.78955, 2.95288, -6.99925], [2.87763, 5.89972, -5.83356], [1.04458, 3.14389, 4.71961], [2.07312, -1.73169, 3.14379], [-2.85198, 0.64423, -2.57978], [3.40307, 6.19183, -7.45356], [0.54191, 5.49627, -4.53367], [0.41322, -7.05075, -0.71296], [-2.95897, -7.16064, 5.86708], [2.45521, 3.93915, 6.06307], [-3.52132, 3.44650, -3.34311], [-4.94264, 2.06923, -2.76902], [-4.68167, -0.10424, -5.88775], [-0.77719, -1.62045, 2.68577], [5.09513, 4.11198, -5.40148], [-2.12466, -7.04436, 1.10333], [2.51037, -1.88621, 1.40746], [-1.50574, -4.18199, 2.62682], [6.72590, 2.86118, -5.48262], [-0.52913, 0.54061, 1.58986], [-4.16047, 3.85702, -5.55820], [3.73531, 1.31669, 6.50446], [-1.29831, -3.89368, 0.18966], [-1.64453, 2.61736, -1.67604], [1.02396, 5.32239, -2.82082], [-4.30399, -6.50619, 3.43285], [-1.06049, -7.77636, -2.43964], [5.72372, 2.95255, -5.90975], [1.98173, 0.14225, 2.04084], [3.06920, -0.12520, 5.82801], [-1.86194, -6.00386, 1.17334], [1.52060, 2.80616, 5.64567], [-4.85748, 0.18242, -2.11733], [-2.50826, -4.15662, -3.05910], [-4.34291, 0.79551, -2.86494], [1.60691, 3.33205, -5.10061], [1.36386, -0.35548, 7.44701], [1.64797, 2.33459, -4.64775], [2.15109, 4.22170, -4.14509], [-1.61969, -4.26041, 4.64858], [-4.94746, 0.88597, -6.26899], [-3.93486, -5.06103, 6.76146], [-2.61020, -0.40622, -2.79675], [1.22737, 0.31996, 2.80516], [-0.21125, 2.22155, -2.66856], [-0.57890, -1.20392, 0.61971], [2.11626, 0.42059, 7.63086], [2.02360, 6.25739, -3.92937], [-0.76139, -6.89642, -1.43213], [-1.67285, -5.88594, -1.14734], [5.15603, 2.07220, -5.59581], [-3.22192, -3.53433, -2.87874], [0.03651, -4.73438, -2.91481], [0.17098, 1.51446, 8.51955], [-0.32798, 0.81183, 7.84815], [-1.03139, -3.04117, -0.93520], [-1.46089, -6.15897, 4.37075], [-4.59943, 0.33555, -3.82073], [-4.66259, 2.98302, -5.12941], [-3.76948, -6.54131, 5.49790], [-5.71583, 3.04937, -5.42107], [-4.06640, 1.84565, -5.72039], [-4.83156, 0.85894, -7.35486], [3.02723, 4.29177, 5.19801], [-0.68866, -1.74630, -0.67622], [-1.82248, -5.45765, 2.42922], [1.29155, 0.28570, 0.66620], [4.89805, 3.61526, 5.77481], [1.38609, 5.37333, -3.85164], [-5.99035, 1.08542, -6.01455], [3.62118, -1.19705, 2.56799], [2.78735, 0.81236, 6.31797], [-1.22583, -3.36099, 1.49143], [2.90404, -0.04314, 8.23524], [4.70381, 3.61965, 6.84950], [5.42113, 4.99236, -7.25072], [-1.28016, 2.45213, -2.69173], [-3.56279, -6.03365, 4.07318], [1.57939, 1.46773, 8.40660], [-4.68263, -7.10885, 5.59957], [-2.15178, -6.34733, 3.55499], [1.68101, -0.48010, 0.00184], [2.33007, 3.22229, -6.44021], [3.38824, 5.42634, -6.67299], [0.96168, -6.26989, -0.86963], [-5.16457, 3.97172, -3.34414], [-1.39691, 3.37881, -3.25934], [-1.43322, -3.62439, 3.88768], [3.24493, 2.63486, -6.34048], [3.32237, 3.68736, 7.14670], [1.68167, 2.60651, -7.07053], [5.22053, 4.46208, 7.31414], [2.74188, 0.90739, 2.13882], [4.84755, 5.14761, -6.33107], [-0.86137, -2.00591, 1.68283], [1.55626, 1.25272, 0.24689], [-1.97293, 1.41614, -3.36342], [-0.47426, -1.09222, -1.51272], [0.69325, 2.70411, 6.34974], [-0.37577, -7.68266, -3.11079], [5.11880, 2.70465, 7.28024], [-3.74468, -4.96640, 4.06833]], "forces_ev_per_angstrom": [[-0.078, 0.008, -0.137], [0.035, 0.154, -0.020], [0.023, 0.086, -0.054], [0.279, 0.183, 0.281], [-0.137, 0.032, -0.176], [-0.016, 0.071, -0.105], [0.385, 0.231, 0.151], [0.129, -0.123, -0.191], [-0.009, -0.019, -0.026], [-0.074, -0.135, 0.090], [0.093, -0.403, -0.021], [0.168, 0.649, 0.178], [-0.048, -0.106, -0.177], [0.130, -0.056, -0.058], [0.513, 1.253, -0.358], [-0.032, -0.117, -0.031], [0.323, -0.073, -0.220], [-0.003, 0.034, -0.017], [0.127, -0.156, 0.191], [0.118, -0.022, -0.068], [-0.106, -0.316, -0.091], [0.077, -0.133, 0.145], [0.050, -0.091, -0.088], [-0.018, -0.019, 0.003], [-0.110, 0.455, -0.330], [0.138, -0.011, -0.026], [0.192, 0.176, -0.033], [0.133, -0.198, -0.178], [-0.145, 0.000, 0.176], [-0.020, 0.007, 0.006], [0.115, 0.102, 0.098], [-0.186, -0.077, -0.217], [0.040, -0.146, 0.102], [-0.113, -0.240, 0.022], [0.093, 0.408, -0.209], [0.048, 0.042, -0.109], [0.072, 0.083, 0.051], [-0.086, 0.098, 0.071], [-0.099, 0.152, 0.215], [0.024, 0.057, -0.477], [-0.024, -0.060, 0.016], [-0.110, -0.023, -0.035], [-0.037, 0.083, -0.211], [-0.375, 0.856, -0.096], [0.010, -0.057, 0.298], [-0.352, -0.739, -0.316], [-0.140, -0.034, -0.008], [-0.071, 0.006, -0.288], [-0.427, -0.040, 0.200], [0.043, 0.095, 0.106], [0.221, -0.350, 0.418], [-0.220, -0.201, -0.456], [-0.206, 0.050, 0.149], [-0.110, 0.094, -0.023], [-0.067, -0.088, -0.162], [0.015, 0.056, -0.188], [-0.066, 0.172, 0.140], [0.214, -0.071, -0.057], [0.189, -0.081, -0.075], [-0.125, -0.064, 0.084], [0.087, 0.375, 0.176], [-0.005, -0.019, 0.132], [-0.038, 0.357, 0.022], [-0.005, -0.153, 0.071], [-0.019, 0.003, -0.015], [0.555, -0.379, -0.378], [-0.293, -0.249, 0.815], [-0.007, 0.002, -0.040], [-0.178, -0.019, -0.251], [-0.530, -0.008, 0.063], [0.095, 0.222, 0.209], [0.025, -0.037, -0.015], [-0.182, -0.893, 0.478], [0.402, -0.237, -0.073], [0.240, 0.083, -0.128], [-0.118, -0.012, -0.210], [-0.132, 0.051, 0.207], [-0.026, -0.090, 0.062], [-0.062, -0.051, 0.269], [-0.104, 0.057, -0.014], [0.039, -0.098, -0.022], [0.226, 0.018, -0.526], [0.350, -0.406, 0.158], [0.277, 0.415, 0.439], [-0.008, 0.032, -0.014], [0.194, 0.010, 0.127], [-0.010, 0.025, -0.016], [0.138, -0.031, -0.007], [0.441, 0.202, -0.022], [-0.174, 0.122, -0.016], [0.022, -0.106, -0.089], [-0.009, -0.019, 0.237], [-0.026, -0.152, -0.001], [0.173, 0.056, -0.313], [-0.068, -0.466, 0.132], [-0.110, -0.015, -0.297], [-0.173, -0.025, 0.006], [-0.770, 0.851, 0.680], [-0.033, 0.001, -0.289], [0.416, -0.322, -0.042], [-0.269, 0.209, 0.307], [0.066, -0.033, 0.384], [-0.101, -0.079, 0.004], [-0.009, 0.014, 0.039], [-0.443, -0.547, -0.382], [0.079, 0.137, 0.261], [-0.065, -0.230, -0.149], [-0.078, 0.109, -0.026], [0.009, 0.056, -0.105], [0.114, 0.102, 0.090], [0.133, 0.107, -0.050], [-0.206, -0.221, 0.279], [-0.235, 0.111, -0.166], [-0.166, 0.129, 0.171], [-0.040, 0.126, -0.050], [0.182, 0.013, 0.248], [0.104, -0.705, 0.011], [-0.004, 0.002, -0.017], [-0.059, 0.160, -0.216]]}


No. 3
{"formula": "C2H5BrNO", "method": "ωB97M-V/def2-TZVPD", "e_lumo_ev": -5.0, "gap_ha": 0.3741, "total_charge": 1, "homo_ev": -15.193, "species": ["H", "C", "Br", "H", "O", "H", "H", "H", "N", "C"], "positions_angstrom": [[-1.36982, -0.33944, -3.03210], [1.59348, -0.38605, 0.71985], [-0.17701, 0.04777, -2.58794], [0.26196, 1.12588, -0.13569], [2.59747, -0.91956, 0.68124], [0.57984, 1.27574, 1.73937], [-0.57528, -1.01692, 1.78684], [-0.27108, -1.17880, 0.17839], [0.03031, -0.73426, 0.96636], [0.62674, 0.59829, 0.82903]], "forces_ev_per_angstrom": [[-2.693, -0.868, -0.949], [1.424, 0.478, 1.159], [2.705, 0.812, 0.915], [0.786, -0.647, 1.640], [0.571, -0.854, -0.320], [0.262, -1.098, -1.077], [1.370, 0.530, -0.828], [-1.382, -1.030, -3.064], [-1.012, -0.868, 3.989], [-2.031, 3.544, -1.465]]}


No. 4
{"formula": "C4H2N2", "method": "ωB97M-V/def2-TZVPD", "e_lumo_ev": -1.3, "gap_ha": 0.3468, "total_charge": 0, "homo_ev": -10.740, "smiles": "N#C/C=C\\C#N", "species": ["H", "N", "C", "C", "H", "N", "C", "C"], "positions_angstrom": [[-1.83371, 0.65433, -0.16468], [0.54032, 2.12381, 1.42429], [1.05063, -1.15833, -0.30527], [-0.26677, -0.73073, -0.46720], [-0.88144, -1.37448, -1.07748], [2.22253, -1.32609, -0.26063], [-0.04857, 1.38213, 0.77645], [-0.78299, 0.42936, 0.07451]], "forces_ev_per_angstrom": [[0.600, -0.028, 0.267], [0.128, 0.290, 0.016], [5.282, -0.077, 0.175], [-1.850, 1.830, 0.876], [-0.311, 0.057, 0.079], [-3.862, 0.189, -0.021], [0.586, 0.316, 0.882], [-0.572, -2.577, -2.273]]}